[1]
# C46H47AsCdIN6S

A molecular structure, C46H47AsCdIN6S (ωB97M-V/def2-TZVPD, the OMol25 dataset).

The geometry in XYZ format:
```
103
Properties=species:S:1:pos:R:3:forces:R:3
Cd 0.244 1.238 0.876 0.4 0.0 0.0
N 2.016 0.028 -2.519 -0.1 0.0 0.0
C 2.797 1.201 -2.137 -0.1 0.0 0.0
C 1.935 2.450 -2.123 0.1 0.0 0.0
N 1.107 2.654 -0.908 -0.1 -0.1 0.2
C 1.616 3.763 -0.079 0.0 0.0 0.0
C 2.832 3.317 0.725 -0.1 -0.1 -0.1
N 2.423 2.306 1.712 -0.1 0.0 0.0
H 2.579 -0.811 -2.426 -0.1 0.0 0.0
H 1.210 -0.076 -1.906 0.1 0.0 0.0
H 3.576 1.337 -2.889 0.0 0.0 0.0
H 3.299 1.080 -1.168 0.0 0.0 0.0
H 1.274 2.418 -2.990 0.0 0.0 0.0
H 2.585 3.322 -2.231 0.0 0.0 -0.1
H 0.161 2.865 -1.205 0.0 0.1 0.0
H 0.824 4.081 0.604 0.0 0.0 0.0
H 1.883 4.626 -0.699 0.0 0.0 0.0
H 3.313 4.177 1.195 0.0 0.0 0.0
H 3.561 2.869 0.051 0.1 0.0 0.0
H 2.171 2.761 2.586 0.0 -0.1 -0.1
H 3.184 1.668 1.921 0.0 0.0 -0.1
I -0.619 3.094 3.421 0.0 0.0 0.1
C -0.648 1.213 4.383 0.0 0.1 -0.1
C -0.640 1.280 5.746 0.0 -0.1 0.0
C -0.811 0.106 6.508 0.0 0.0 0.0
C -1.033 -1.076 5.871 0.0 0.0 0.0
C -1.051 -1.156 4.457 0.0 0.0 0.0
C -1.315 -2.400 3.835 0.0 0.0 0.0
C -1.351 -2.500 2.479 0.0 0.0 0.0
C -1.038 -1.369 1.694 0.0 0.0 0.0
C -0.722 -0.145 2.233 -0.1 0.1 -0.1
C -0.804 -0.002 3.652 0.0 -0.1 0.1
H -0.535 2.232 6.247 0.0 0.0 0.0
H -0.793 0.164 7.588 0.0 0.0 0.0
H -1.203 -1.985 6.436 0.0 0.0 0.0
H -1.500 -3.263 4.464 0.0 0.0 0.0
H -1.574 -3.444 1.997 0.0 0.0 0.0
H -1.019 -1.502 0.618 0.0 0.0 0.0
N -1.661 2.700 0.078 -0.1 0.1 0.0
C -2.771 2.980 -0.009 -0.1 0.0 0.0
C -4.159 3.332 -0.078 0.0 -0.1 0.0
C -4.619 4.151 -1.106 0.0 0.0 0.0
C -5.960 4.488 -1.148 0.0 0.0 0.0
C -6.830 4.004 -0.180 0.0 0.0 0.0
C -6.366 3.183 0.840 0.0 0.0 0.0
C -5.026 2.843 0.898 0.0 0.0 0.0
H -3.929 4.517 -1.855 0.0 0.0 0.0
H -6.329 5.128 -1.938 0.0 0.0 0.0
H -7.879 4.267 -0.221 0.0 0.0 0.0
H -7.047 2.809 1.592 0.0 0.0 0.0
H -4.645 2.207 1.685 0.0 0.0 0.0
N -0.327 -0.695 -4.275 0.1 0.2 0.1
C -1.471 -0.156 -3.817 -0.2 -0.3 0.2
S -1.502 0.757 -2.398 0.0 0.0 -0.1
N -2.573 -0.518 -4.521 0.2 0.1 -0.1
C -3.893 -0.002 -4.541 -0.1 -0.1 0.1
C -4.238 1.279 -4.130 0.1 0.0 0.0
C -5.556 1.698 -4.249 0.0 0.0 0.0
C -6.532 0.863 -4.771 0.0 0.0 0.0
C -6.179 -0.411 -5.188 0.0 0.0 0.0
C -4.868 -0.840 -5.073 0.0 0.0 0.0
H 0.551 -0.395 -3.848 0.0 -0.1 0.0
H -0.293 -1.118 -5.189 0.0 0.0 0.0
H -2.430 -1.260 -5.191 0.0 0.1 0.0
H -3.488 1.941 -3.726 0.0 0.0 0.0
H -5.817 2.699 -3.935 0.0 0.0 0.0
H -7.555 1.203 -4.860 0.0 0.0 0.0
H -6.924 -1.078 -5.600 0.0 0.0 0.0
H -4.598 -1.841 -5.393 0.0 0.0 0.0
C 6.842 -0.688 -0.410 0.0 0.0 0.0
C 6.293 -0.313 0.809 0.0 0.0 0.0
C 4.958 -0.575 1.077 0.0 0.0 0.0
C 4.152 -1.220 0.137 0.0 0.1 0.1
C 4.715 -1.597 -1.077 0.0 0.0 0.0
C 6.052 -1.332 -1.349 0.0 0.0 0.0
As 2.238 -1.381 0.533 0.1 0.0 0.0
C 1.771 -2.899 -0.592 0.0 0.0 0.0
C 0.608 -2.803 -1.354 0.0 0.0 0.0
C 0.208 -3.853 -2.171 0.0 0.0 0.0
C 0.974 -5.007 -2.240 0.0 0.0 0.0
C 2.150 -5.101 -1.506 0.0 0.0 0.0
C 2.549 -4.053 -0.691 0.0 0.0 0.0
C 2.363 -2.114 2.337 0.0 0.0 0.0
C 2.554 -3.456 2.649 -0.1 0.0 0.0
C 2.667 -3.854 3.974 0.0 0.0 0.0
C 2.595 -2.918 4.998 0.0 0.0 0.0
C 2.396 -1.580 4.696 0.0 0.0 0.0
C 2.273 -1.186 3.371 0.0 0.0 0.0
H 7.885 -0.489 -0.620 0.0 0.0 0.0
H 6.908 0.173 1.556 0.0 0.0 0.0
H 4.548 -0.311 2.047 0.0 0.0 0.0
H 4.119 -2.116 -1.819 0.0 0.0 0.0
H 6.477 -1.638 -2.296 0.0 0.0 0.0
H 0.008 -1.898 -1.327 0.0 0.0 0.0
H -0.701 -3.765 -2.752 0.0 0.0 0.0
H 0.662 -5.830 -2.869 0.0 0.0 0.0
H 2.760 -5.993 -1.571 0.0 0.0 0.0
H 3.483 -4.128 -0.149 0.0 0.0 0.0
H 2.593 -4.203 1.869 0.0 0.0 0.0
H 2.811 -4.901 4.205 0.0 0.0 0.0
H 2.683 -3.236 6.029 0.0 0.0 0.0
H 2.310 -0.848 5.489 0.0 0.0 0.0
H 2.073 -0.145 3.144 0.0 0.0 0.0
```
Positions in Å, forces in eV/Å.

calculated total energy: -5208.86367 hartree
HOMO level: -10.0 eV
energy above the lowest of the compared OMol25 structures with the same formula, charge and spin: 0.397 eV
frontier orbital gap: 8.11 eV
net charge: +1

Atomic partial charges in e from the Löwdin method, atoms 1 to 8: 1.275 0.000 -0.262 -0.202 -0.142 -0.246 -0.243 -0.052

***

[2]
# C23H13F2N3O5SSc

A molecular structure, C23H13F2N3O5SSc at a distorted geometry (ωB97M-V/def2-TZVPD, the OMol25 dataset).

The geometry in XYZ format:
```
48
Properties=species:S:1:pos:R:3:forces:R:3
Sc 0.015 -0.042 0.309 0.2 0.5 -0.5
O 2.503 -2.507 2.737 -0.8 0.5 -0.6
C 1.620 -2.034 2.022 1.7 2.0 -0.9
O 1.664 -0.878 1.322 0.0 -2.7 1.9
C 0.348 -2.796 1.803 -1.6 0.3 -0.5
C -0.041 -4.008 2.379 -0.5 0.1 -0.3
C -1.296 -4.550 2.040 0.3 1.3 -0.8
C -2.123 -3.814 1.162 0.3 -0.9 -0.5
C -1.667 -2.643 0.593 1.5 0.5 0.8
N -0.457 -2.146 0.957 -1.2 -1.1 0.0
C -2.344 -1.768 -0.446 0.6 2.2 -0.6
O -3.447 -2.005 -0.890 -0.2 -0.8 0.1
O -1.626 -0.702 -0.763 -1.1 -1.7 0.5
H 0.664 -4.438 3.061 0.1 -0.5 0.2
H -1.671 -5.526 2.320 0.3 0.0 0.5
H -3.034 -4.258 0.771 -0.1 0.2 0.3
F -0.550 4.812 -2.217 -0.5 0.7 -0.7
C -0.115 3.557 -2.437 0.1 0.1 1.6
C -0.208 2.712 -1.351 0.4 0.4 0.0
C 0.341 1.443 -1.447 -1.0 -0.8 2.1
C 0.952 0.987 -2.587 0.2 2.8 -1.7
C 1.156 1.989 -3.560 -0.1 -0.4 -1.1
F 1.958 1.720 -4.647 -0.1 0.0 0.0
C 0.576 3.256 -3.583 0.2 -1.0 0.5
C 1.199 -0.411 -2.786 0.2 -1.7 -1.1
C 1.373 -1.010 -4.091 -0.3 -1.6 2.4
C 1.447 -2.416 -4.156 0.9 0.5 1.5
C 1.424 -3.219 -2.974 -1.5 2.1 0.1
C 1.193 -2.500 -1.754 0.5 -0.8 -0.4
N 1.108 -1.152 -1.666 0.2 -1.4 -0.5
H -0.606 3.143 -0.412 0.1 -0.5 -0.6
H 0.641 3.958 -4.386 0.4 0.1 -0.4
H 1.340 -0.420 -4.966 0.2 0.5 -0.6
H 1.729 -2.911 -5.070 -0.5 0.0 -0.5
H 1.263 -4.299 -3.099 0.6 0.5 0.5
H 1.116 -3.043 -0.774 0.0 0.6 -1.2
O 0.528 1.668 1.343 -0.4 0.9 1.7
N -0.003 2.340 2.381 1.1 1.0 -0.4
C 0.742 3.406 2.818 -0.5 -0.1 -0.3
C 0.216 4.350 3.697 1.1 -1.2 -0.3
C -1.029 4.067 4.226 -1.6 -1.0 0.2
C -1.805 2.968 3.784 0.9 1.4 0.8
C -1.289 2.092 2.822 -0.1 -0.7 -1.6
S -2.131 0.890 1.911 0.2 0.1 0.7
H 1.736 3.460 2.360 -0.6 0.0 0.2
H 0.857 5.163 4.030 -0.3 -0.1 -0.1
H -1.442 4.654 5.044 0.0 0.2 -0.3
H -2.826 2.865 4.172 0.6 -0.3 -0.3
```
Positions in Å, forces in eV/Å.

calculated total energy: -2783.61567 hartree
HOMO level: -5.2 eV
energy above the lowest of the compared OMol25 structures with the same formula, charge and spin: 0.000 eV
frontier orbital gap: 7.73 eV
net charge: -1

Atomic partial charges in e from the natural (NBO) method, atoms 1 to 8: 1.571 -0.636 0.749 -0.772 0.113 -0.216 -0.168 -0.211

***

[3]
# C4H8N2O3S

A single C4H8N2O3S molecule at a distorted geometry (ωB97M-V/def2-TZVPD, the OMol25 dataset).

The geometry in XYZ format:
```
18
Properties=species:S:1:pos:R:3:forces:R:3
C 2.321 0.260 -0.204 1.7 -3.3 1.3
S 1.318 -1.302 -0.221 1.0 -0.3 -0.4
O 1.133 -1.660 -1.603 -0.6 0.3 -0.1
O 1.923 -2.297 0.619 0.4 -0.2 0.7
C -0.232 -0.887 0.608 -1.8 -0.6 -4.4
N -1.177 -1.953 0.764 3.4 -0.9 1.6
C -2.172 -1.545 0.053 -0.4 1.5 -2.2
O -3.247 -1.970 -0.136 -3.1 -1.1 -0.3
C -1.485 -0.311 -0.482 2.9 2.0 0.2
N -2.013 0.945 -0.041 4.1 -0.7 -2.6
H 1.620 0.849 0.259 -1.5 2.5 0.5
H 3.135 0.087 0.625 -1.2 0.3 -2.1
H 2.645 0.470 -1.236 -0.2 0.1 0.8
H -0.075 -0.408 1.496 0.7 1.9 2.1
H -1.035 -2.770 1.283 -0.1 -1.4 0.8
H -1.118 -0.283 -1.583 -0.6 -0.5 2.0
H -1.765 1.723 -0.645 -1.0 -0.2 0.6
H -2.818 0.805 0.414 -3.8 0.6 1.6
```
Positions in Å, forces in eV/Å.

calculated total energy: -890.54958 hartree
HOMO level: -9.5 eV
energy above the lowest of the compared OMol25 structures with the same formula, charge and spin: 2.132 eV
frontier orbital gap: 9.98 eV
SMILES: CS(=O)(=O)[C@@H]1NC(=O)[C@H]1N

Atomic partial charges in e from the natural (NBO) method, atoms 1 to 8: -0.844 2.123 -0.946 -0.957 -0.333 -0.576 0.641 -0.566

***

[4]
# AgH14O7

A molecular structure, AgH14O7 at a distorted geometry (ωB97M-V/def2-TZVPD, the OMol25 dataset).

The geometry in XYZ format:
```
22
Properties=species:S:1:pos:R:3:forces:R:3
Ag 0.082 0.131 0.024 0.5 -0.3 -0.2
O 0.598 -1.822 1.177 0.2 1.3 -0.1
H 0.632 -2.772 1.069 0.0 -0.8 -0.7
H 0.473 -1.692 2.117 -0.2 0.2 0.7
O 0.616 2.328 0.707 -0.3 -0.9 -1.1
H 0.135 2.988 1.207 -0.9 0.6 0.6
H 1.524 2.424 0.993 1.2 -0.1 0.2
O 0.742 -1.197 -1.820 -0.1 1.3 0.2
H 0.047 -1.320 -2.467 -0.9 -0.2 -0.5
H 1.381 -1.880 -2.022 0.8 -0.9 0.2
O 2.410 0.330 -0.144 -0.9 0.4 0.1
H 2.866 0.502 -0.968 0.2 0.1 -0.8
H 3.110 0.185 0.492 0.4 -0.4 0.7
O -1.812 -1.154 -0.540 0.5 -0.1 0.2
H -2.599 -1.145 -1.085 -0.6 0.3 -0.4
H -1.943 -1.889 0.059 -0.2 -0.6 0.3
O -1.151 0.287 1.891 0.6 -0.1 -0.2
H -0.905 0.864 2.614 0.2 0.5 0.5
H -2.061 0.051 2.071 -0.9 -0.2 -0.2
O -1.132 1.360 -1.603 0.5 -0.3 1.1
H -1.724 2.012 -1.227 -0.4 0.5 0.3
H -1.289 1.409 -2.546 0.3 -0.2 -0.9
```
Positions in Å, forces in eV/Å.

calculated total energy: -680.66455 hartree
spin multiplicity: 3
HOMO level (spin up / spin down): -24.3 / -23.9 eV
energy above the lowest of the compared OMol25 structures with the same formula, charge and spin: 0.084 eV
frontier orbital gap (spin up / spin down): 13.13 / 5.09 eV
net charge: +3

Atomic partial charges in e from the natural (NBO) method, atoms 1 to 8: 1.724 -0.909 0.550 0.530 -0.750 0.542 0.540 -0.774

***

[5]
# C6H11NO

2 unconnected molecules or ions with the total composition C6H11NO at a distorted geometry (ωB97M-V/def2-TZVPD, the OMol25 dataset).

The geometry in XYZ format:
```
19
Properties=species:S:1:pos:R:3:forces:R:3
C 0.827 1.828 0.575 0.5 -1.0 0.0
C -1.722 -1.244 0.258 0.0 0.0 0.2
N 0.929 -0.579 -0.446 -0.9 -0.3 -0.6
C 1.377 0.151 0.558 -0.6 1.3 0.8
C -1.083 -0.392 -0.793 0.6 -0.4 0.0
C 2.120 -0.186 1.615 0.1 -0.1 -0.4
C -1.370 -0.446 -2.100 0.2 0.2 0.2
O -0.409 1.942 0.169 -0.6 -0.7 -0.5
H -0.812 0.758 -0.389 0.7 0.9 0.4
H 1.239 -0.224 -1.354 0.0 0.0 0.0
H 1.587 2.279 -0.086 -0.1 0.1 0.1
H 0.989 2.050 1.637 0.0 0.0 -0.1
H -2.526 -0.696 0.756 0.0 0.0 -0.1
H -2.131 -2.167 -0.158 0.0 0.1 -0.1
H -1.004 -1.524 1.030 0.0 0.0 0.0
H 2.303 0.507 2.422 0.0 0.1 0.0
H 2.668 -1.119 1.614 -0.1 -0.1 0.1
H -0.885 0.208 -2.815 0.0 0.0 0.0
H -2.097 -1.147 -2.494 -0.1 0.1 0.1
```
Positions in Å, forces in eV/Å.

calculated total energy: -364.99088 hartree
HOMO level (spin up / spin down): -8.6 / -8.6 eV
energy above the lowest of the compared OMol25 structures with the same formula, charge and spin: 6.547 eV
frontier orbital gap (spin up / spin down): 7.14 / 7.14 eV

Atomic partial charges in e from the natural (NBO) method, atoms 1 to 8: -0.018 -0.660 -0.491 0.121 -0.074 -0.411 -0.374 -0.619

***

[6]
# C15H15BBr2CdN2OS2

A molecular structure, C15H15BBr2CdN2OS2 (ωB97M-V/def2-TZVPD, the OMol25 dataset).

The geometry in XYZ format:
```
39
Properties=species:S:1:pos:R:3:forces:R:3
Cd 0.119 -1.077 -0.547 0.0 -0.1 -0.3
C -1.877 2.085 -0.344 0.0 -0.1 0.0
C -0.443 2.500 -0.465 0.0 -0.2 -0.1
C -0.067 3.851 -0.347 0.2 0.1 0.0
C 1.252 4.204 -0.428 -0.2 0.0 0.0
C 2.230 3.209 -0.621 -0.1 -0.2 0.0
C 3.619 3.444 -0.665 0.4 0.2 0.0
Br 4.308 5.231 -0.527 0.0 -0.1 0.0
C 4.514 2.415 -0.802 -0.2 0.2 0.0
C 4.048 1.115 -0.941 -0.1 -0.3 -0.1
Br 5.314 -0.289 -1.141 0.0 0.1 0.0
C 2.682 0.755 -0.981 0.3 0.0 -0.1
O 2.284 -0.421 -1.191 -0.4 0.0 0.2
C 1.762 1.872 -0.761 0.1 0.3 0.1
N 0.454 1.559 -0.680 -0.2 0.1 0.0
H -2.527 2.945 -0.176 0.0 0.0 0.0
H -1.988 1.378 0.478 0.0 0.0 0.0
H -2.197 1.554 -1.241 0.0 0.0 0.0
H -0.825 4.607 -0.185 0.0 0.0 0.0
H 1.551 5.239 -0.332 0.0 0.0 0.0
H 5.578 2.607 -0.803 0.0 0.0 0.0
C -3.998 -3.272 -0.888 0.1 0.0 0.0
C -2.530 -2.911 -1.057 0.0 -0.2 0.0
S -2.267 -1.206 -1.417 0.0 0.3 0.0
C -1.561 -3.839 -0.925 -0.1 0.0 0.0
C -1.889 -5.288 -0.643 -0.1 0.1 0.0
S 0.173 -3.558 -1.039 0.2 0.0 0.0
H -4.594 -2.362 -0.889 0.0 0.0 0.0
H -4.176 -3.794 0.056 -0.1 0.0 0.0
H -4.357 -3.913 -1.702 0.0 0.0 0.0
H -2.963 -5.482 -0.641 0.0 0.0 0.0
H -1.476 -5.586 0.326 0.0 0.0 0.0
H -1.425 -5.924 -1.402 0.0 0.0 0.0
B 0.217 -0.206 4.347 0.0 0.0 0.2
C 0.219 -0.395 2.787 0.0 0.0 -0.3
N 0.205 -0.548 1.643 0.1 0.1 0.2
H 0.584 -1.257 4.833 0.0 0.0 0.1
H -0.925 0.055 4.675 0.0 0.0 0.1
H 0.973 0.701 4.635 0.0 0.0 0.0
```
Positions in Å, forces in eV/Å.

calculated total energy: -6902.47933 hartree
HOMO level: -0.9 eV
frontier orbital gap: 4.78 eV
net charge: -2

Atomic partial charges in e from the natural (NBO) method, atoms 1 to 8: 1.564 -0.653 0.226 -0.252 -0.160 -0.138 -0.125 -0.039